{"formula": "C5H7N", "method": "wB97M-V/def2-TZVPD", "orbital_gap_ev": 9.512, "smiles": "C/C=C\\C1=NC1", "elements": ["C", "C", "C", "C", "N", "C", "H", "H", "H", "H", "H", "H", "H"], "xyz": [[-1.5638, -0.9011, 0.0977], [-1.4582, 0.5427, -0.0554], [-0.2312, 1.1140, -0.0589], [0.8708, 0.2468, -0.1199], [1.3045, -0.9022, -0.3207], [2.4022, 0.0400, -0.0708], [-0.5295, -1.3442, 0.3411], [-2.0506, -1.4236, -0.7802], [-2.3524, -1.1793, 0.9256], [-2.3264, 1.3211, 0.0226], [0.1386, 2.2257, -0.1088], [3.0951, 0.2772, -0.8646], [2.7010, -0.0172, 0.9923]], "forces_ev_per_angstrom": [[-1.6, -2.6, 1.1], [-0.4, 3.7, 0.8], [-0.2, 1.9, -0.6], [4.1, 0.1, -0.5], [-0.8, -1.8, -0.6], [-1.9, 1.0, 2.0], [-2.2, 0.3, -0.4], [0.9, 0.6, 0.6], [1.6, 0.7, -1.2], [1.2, -2.0, -0.3], [-1.6, -2.1, 0.2], [-0.1, 0.1, 0.0], [0.8, 0.1, -0.9]], "lowdin_charge": [-0.125, -0.159, -0.089, -0.331, 0.082, -0.099, 0.077, 0.097, 0.113, 0.137, 0.146, 0.071, 0.080]}



{"formula": "C45H56BN7O6S4V", "method": "wB97M-V/def2-TZVPD", "total_charge": -2, "orbital_gap_ev": [5.048, 5.721], "spin_multiplicity": 4, "elements": ["V", "C", "C", "C", "C", "C", "H", "H", "H", "H", "H", "C", "C", "C", "C", "C", "C", "C", "S", "O", "O", "N", "C", "C", "C", "C", "C", "N", "H", "H", "H", "H", "H", "H", "H", "H", "H", "H", "H", "C", "C", "C", "C", "N", "C", "S", "N", "C", "C", "C", "C", "H", "H", "H", "H", "H", "H", "H", "H", "H", "H", "H", "H", "H", "H", "H", "H", "H", "H", "H", "H", "C", "C", "C", "C", "C", "C", "C", "C", "O", "B", "O", "C", "C", "H", "H", "H", "H", "H", "H", "H", "H", "H", "H", "H", "H", "N", "C", "C", "C", "C", "C", "C", "S", "O", "O", "N", "C", "S", "C", "C", "N", "H", "H", "H", "H", "H", "H", "H", "H"], "xyz": [[-0.0658, -0.2855, 0.1726], [1.6383, 2.0839, -2.1896], [0.9156, 1.0284, -2.7616], [-0.2965, 0.8960, -2.0661], [-0.3253, 1.8972, -1.0530], [0.8813, 2.6244, -1.1451], [2.6470, 2.3742, -2.4569], [1.2664, 0.3691, -3.5456], [-1.1500, 0.3061, -2.3746], [-1.2280, 2.2368, -0.5602], [1.1769, 3.4464, -0.5040], [6.0271, -5.2660, 1.2296], [4.7234, -4.6926, 1.7099], [4.2431, -3.4980, 1.1989], [3.0156, -2.9875, 1.6085], [2.2593, -3.6815, 2.5297], [2.7272, -4.8774, 3.0610], [3.9507, -5.3738, 2.6532], [0.6710, -3.1086, 3.1025], [-0.2699, -4.1000, 2.6381], [0.7936, -2.9959, 4.5499], [0.4279, -1.7278, 2.3455], [0.3998, -0.5140, 2.9465], [0.5081, -0.1724, 4.3174], [0.4012, 1.1434, 4.6961], [0.1863, 2.1466, 3.7464], [0.0870, 1.7492, 2.4335], [0.1862, 0.4752, 2.0484], [6.6285, -4.5046, 0.7351], [5.8528, -6.0651, 0.5066], [6.6079, -5.6834, 2.0554], [4.8086, -2.9646, 0.4456], [2.6335, -2.0676, 1.1903], [2.1230, -5.4112, 3.7826], [4.3108, -6.3136, 3.0596], [0.6685, -0.9529, 5.0400], [0.4816, 1.3952, 5.7480], [0.0936, 3.1897, 4.0138], [-0.0804, 2.4550, 1.6270], [-5.4944, -5.4358, -0.2948], [-5.0750, -5.1367, 1.1409], [-3.6905, -4.5044, 1.2733], [-3.6008, -3.0507, 0.8215], [-3.5333, -2.8814, -0.6304], [-2.3234, -2.8717, -1.2686], [-0.9153, -3.3662, -0.5470], [-2.3388, -2.4349, -2.5474], [-1.1237, -2.3361, -3.3502], [-0.6833, -3.6684, -3.9560], [-1.7851, -4.4233, -4.6915], [-2.2983, -3.6992, -5.9307], [-6.5316, -5.7773, -0.3443], [-4.8619, -6.2143, -0.7252], [-5.3921, -4.5582, -0.9298], [-5.0900, -6.0699, 1.7138], [-5.8189, -4.4819, 1.6111], [-2.9448, -5.0806, 0.7226], [-3.3717, -4.5372, 2.3175], [-2.7125, -2.5965, 1.2723], [-4.4815, -2.4933, 1.1615], [-4.2205, -2.2426, -1.0079], [-3.1629, -1.9587, -2.8745], [-0.3127, -1.9523, -2.7284], [-1.3249, -1.5942, -4.1270], [-0.2631, -4.2875, -3.1611], [0.1481, -3.4625, -4.6400], [-2.6158, -4.6026, -4.0030], [-1.4047, -5.4074, -4.9786], [-2.7439, -2.7360, -5.6758], [-3.0587, -4.2821, -6.4550], [-1.4835, -3.5027, -6.6311], [-9.0874, 1.3280, 0.1686], [-8.2192, 0.1530, -0.3026], [-8.8284, -1.1593, 0.2105], [-8.2578, 0.1347, -1.8328], [-6.7944, 0.2793, 0.2373], [-6.5899, 0.5407, 1.5912], [-5.3183, 0.5867, 2.1653], [-4.2364, 0.3563, 1.3426], [-2.9236, 0.2962, 1.6345], [-2.1977, -0.0626, 0.4339], [-3.2291, -0.1200, -0.5949], [-4.4226, 0.1038, -0.0156], [-5.6796, 0.0572, -0.5840], [-10.0974, 1.2363, -0.2396], [-8.6657, 2.2772, -0.1655], [-9.1706, 1.3621, 1.2538], [-9.8350, -1.3019, -0.1920], [-8.8886, -1.1593, 1.2992], [-8.2130, -2.0094, -0.0874], [-9.2959, 0.1238, -2.1723], [-7.7707, -0.7525, -2.2380], [-7.7700, 1.0140, -2.2548], [-7.4433, 0.7017, 2.2379], [-5.1832, 0.7797, 3.2214], [-5.7744, -0.1360, -1.6433], [5.1800, -0.1055, -7.3822], [4.6734, -0.8726, -6.3153], [5.5189, -1.6703, -5.5523], [5.0093, -2.4396, -4.5164], [3.6550, -2.4273, -4.2383], [2.8050, -1.6443, -5.0068], [3.3067, -0.8713, -6.0359], [2.9576, -3.4113, -2.9131], [4.0923, -4.0340, -2.2538], [2.0010, -4.2862, -3.5457], [2.1631, -2.3737, -2.0272], [2.7727, -1.4552, -1.2753], [4.4877, -1.0488, -1.3283], [4.2251, 0.2100, -0.1731], [2.9139, 0.2639, 0.1423], [2.1011, -0.6598, -0.4650], [6.1415, 0.1689, -7.2463], [4.6098, 0.7018, -7.5876], [6.5834, -1.6739, -5.7606], [5.6587, -3.0447, -3.8985], [1.7474, -1.6293, -4.7737], [2.6403, -0.2488, -6.6218], [5.0203, 0.8364, 0.1902], [2.4729, 0.9727, 0.8268]], "forces_ev_per_angstrom": [[0.7, -1.1, -1.1], [0.2, 0.0, -0.1], [0.1, -0.2, -0.1], [-0.2, 0.2, -0.1], [-0.1, 0.1, -0.1], [0.0, 0.0, 0.1], [0.0, 0.0, 0.0], [0.0, 0.0, 0.0], [0.0, -0.1, 0.1], [0.1, -0.1, 0.2], [0.0, 0.0, 0.0], [0.0, 0.0, 0.0], [-0.1, 0.0, 0.1], [0.0, 0.0, 0.0], [0.0, 0.0, 0.0], [0.0, 0.1, 0.1], [0.0, -0.1, 0.0], [0.0, 0.0, 0.0], [-0.2, -0.2, -0.2], [0.0, 0.1, 0.1], [0.0, 0.1, -0.1], [0.1, 0.0, 0.1], [-0.1, 0.0, 0.1], [0.1, 0.0, 0.1], [0.0, 0.0, -0.1], [0.0, 0.0, 0.0], [0.0, 0.1, 0.0], [0.3, 0.6, 0.4], [0.0, 0.0, 0.0], [0.0, 0.0, 0.0], [0.0, 0.0, 0.0], [0.0, -0.1, 0.1], [0.0, -0.1, 0.1], [0.0, 0.0, 0.0], [0.0, 0.0, 0.0], [0.0, 0.0, 0.0], [0.0, 0.0, 0.0], [0.0, 0.0, 0.0], [0.0, 0.0, 0.0], [-0.1, 0.0, 0.0], [0.0, 0.0, 0.0], [0.0, 0.0, 0.0], [0.0, 0.0, 0.0], [0.0, -0.1, -0.1], [-0.1, 0.1, -0.1], [0.2, -0.1, 0.3], [-0.1, 0.0, 0.0], [-0.1, 0.0, -0.2], [-0.2, 0.1, -0.1], [0.0, 0.1, 0.0], [0.0, 0.0, 0.0], [0.0, 0.0, 0.0], [0.0, 0.0, 0.0], [0.0, 0.0, 0.0], [0.0, 0.0, 0.0], [0.0, 0.0, 0.0], [0.0, 0.0, 0.0], [0.0, 0.0, 0.0], [0.0, 0.0, 0.0], [0.0, 0.0, 0.0], [0.1, -0.1, 0.0], [0.0, 0.0, 0.0], [0.0, 0.0, 0.0], [0.0, 0.0, 0.0], [-0.1, 0.1, -0.2], [-0.2, -0.1, 0.1], [0.0, 0.0, 0.0], [0.0, 0.0, 0.0], [0.0, 0.0, 0.0], [0.0, 0.0, 0.0], [0.0, 0.0, 0.0], [0.0, 0.0, 0.0], [-0.1, 0.1, 0.0], [0.0, 0.0, 0.0], [0.0, 0.0, 0.0], [0.0, 0.0, 0.0], [-0.1, 0.0, 0.0], [0.2, 0.0, 0.0], [-0.2, 0.0, -0.1], [0.1, 0.0, 0.1], [-0.8, 0.1, 0.1], [0.1, 0.2, -0.1], [-0.2, 0.1, 0.2], [0.1, 0.1, 0.0], [0.0, 0.0, 0.0], [0.0, 0.0, 0.0], [0.0, 0.0, 0.0], [0.0, 0.0, 0.0], [0.0, 0.0, 0.0], [0.0, 0.0, 0.0], [0.0, 0.0, 0.0], [0.0, 0.0, 0.0], [0.0, 0.0, 0.0], [0.0, 0.0, 0.0], [0.0, 0.0, 0.0], [0.0, 0.0, 0.0], [0.0, 0.0, -0.1], [0.0, 0.0, 0.0], [0.0, 0.0, 0.0], [0.0, 0.0, 0.1], [0.0, -0.2, 0.0], [-0.1, 0.0, 0.0], [0.0, 0.0, 0.0], [0.2, 0.2, 0.0], [0.0, 0.2, 0.0], [0.5, -0.1, 0.1], [0.0, -0.3, 0.0], [-0.2, 0.0, -0.5], [0.0, 0.1, 0.0], [-0.1, 0.0, 0.0], [0.4, 0.0, 0.0], [-0.2, 0.4, 0.5], [0.0, 0.0, 0.0], [0.0, 0.0, 0.0], [0.0, 0.0, 0.0], [0.0, 0.0, 0.0], [0.0, 0.0, 0.0], [0.0, 0.0, 0.0], [0.0, 0.0, 0.0], [0.0, 0.0, 0.0]], "lowdin_charge": [0.706, -0.182, -0.168, -0.235, -0.259, -0.185, 0.076, 0.067, 0.075, 0.084, 0.072, -0.060, -0.277, -0.033, -0.027, -0.255, -0.068, -0.056, 0.580, -0.344, -0.346, -0.101, -0.365, -0.012, -0.095, -0.096, -0.132, -0.036, 0.071, 0.080, 0.067, 0.062, 0.075, 0.109, 0.102, 0.079, 0.093, 0.084, 0.104, -0.121, -0.269, -0.201, -0.211, 0.001, -0.799, 0.794, 0.008, -0.235, -0.228, -0.262, -0.125, 0.057, 0.071, 0.051, 0.095, 0.096, 0.097, 0.111, 0.088, 0.125, 0.108, 0.133, 0.062, 0.116, 0.071, 0.091, 0.096, 0.102, 0.057, 0.057, 0.069, -0.063, -0.564, -0.051, -0.076, -0.191, -0.056, 0.015, -0.246, 0.103, -0.425, 0.061, -0.248, 0.048, 0.076, 0.089, 0.066, 0.077, 0.079, 0.085, 0.077, 0.079, 0.088, 0.095, 0.114, 0.110, 0.068, -0.334, -0.046, -0.083, -0.296, -0.060, -0.032, 0.541, -0.352, -0.327, -0.100, -0.690, 1.020, -0.406, -0.272, -0.041, 0.073, 0.075, 0.101, 0.106, 0.102, 0.108, 0.047, 0.100]}



{"formula": "C4H8N2OS", "method": "wB97M-V/def2-TZVPD", "orbital_gap_ev": 8.957, "smiles": "C=NNCCC(O)=S", "elements": ["C", "N", "N", "C", "C", "C", "O", "S", "H", "H", "H", "H", "H", "H", "H", "H"], "xyz": [[0.3545, -2.2034, -2.3828], [-0.0753, -1.6537, -1.3068], [0.2213, -2.2006, -0.1120], [0.0545, -1.2863, 1.0138], [0.7475, 0.0783, 0.9199], [-0.1568, 1.2176, 0.3971], [-0.8689, 0.9316, -0.7112], [-0.2275, 2.6715, 1.1033], [0.9559, -3.1062, -2.4009], [0.1258, -1.7214, -3.3315], [1.0476, -2.7281, -0.1621], [0.4257, -1.8151, 1.8907], [-1.0294, -1.1361, 1.1436], [1.6038, 0.0158, 0.2821], [1.1054, 0.4402, 1.8714], [-0.6630, -0.0044, -1.0139]], "forces_ev_per_angstrom": [[-0.4, 0.7, 0.3], [0.2, -0.1, -1.3], [-1.0, 0.7, 0.1], [-0.4, -0.2, 0.2], [-1.0, 0.8, -0.1], [0.0, -0.8, -0.8], [0.6, -0.4, 0.7], [0.0, 0.1, 0.1], [0.1, -0.1, 0.2], [-0.1, -0.1, 0.3], [1.3, -0.8, 0.4], [-0.1, 0.0, 0.0], [0.3, -0.1, 0.1], [0.7, -0.1, -0.6], [0.0, -0.2, 0.4], [-0.2, 0.5, 0.1]], "lowdin_charge": [-0.006, -0.084, -0.068, -0.178, -0.185, -0.899, -0.037, 0.703, 0.071, 0.071, 0.105, 0.118, 0.129, 0.110, 0.087, 0.063]}



{"formula": "C5H9NO", "method": "wB97M-V/def2-TZVPD", "orbital_gap_ev": 11.575, "smiles": "CC[C@@H](O)CC#N", "elements": ["C", "C", "C", "O", "C", "C", "N", "H", "H", "H", "H", "H", "H", "H", "H", "H"], "xyz": [[-0.9270, 0.0660, -1.9047], [-0.5293, -0.5979, -0.5739], [0.6422, 0.1119, 0.1665], [0.9228, 1.4163, -0.3204], [0.3441, 0.3637, 1.6518], [0.4690, -0.8153, 2.5094], [0.5983, -1.7254, 3.2122], [-0.3720, -0.3429, -2.7569], [-1.9913, -0.0771, -2.1172], [-0.7503, 1.1421, -1.8513], [-0.2560, -1.6430, -0.7559], [-1.4030, -0.6279, 0.0871], [1.5513, -0.5008, 0.0915], [1.3088, 1.3264, -1.1991], [-0.6617, 0.7850, 1.7580], [1.0540, 1.1186, 2.0030]], "forces_ev_per_angstrom": [[0.0, 0.0, 0.0], [-0.1, 0.0, -0.1], [0.0, -0.2, 0.1], [0.1, 0.0, -0.2], [0.0, 0.1, 0.0], [0.1, -0.8, 0.6], [-0.2, 0.9, -0.8], [0.0, 0.1, 0.2], [0.2, -0.1, 0.1], [-0.1, -0.1, -0.1], [0.0, 0.1, 0.1], [0.1, 0.1, -0.1], [-0.1, 0.1, 0.0], [-0.1, 0.1, 0.1], [0.1, -0.1, 0.0], [-0.1, -0.1, 0.0]], "lowdin_charge": [-0.098, -0.181, -0.385, -0.054, -0.137, -0.216, 0.139, 0.074, 0.073, 0.065, 0.111, 0.106, 0.146, 0.098, 0.131, 0.129]}



{"formula": "C3H4N2O2", "method": "wB97M-V/def2-TZVPD", "orbital_gap_ev": 8.348, "smiles": "[H]/N=c1\\[nH]c(O)co1", "elements": ["H", "N", "C", "N", "C", "O", "C", "O", "H", "H", "H"], "xyz": [[-2.4769, -1.3723, 0.0342], [-2.5363, -0.3507, -0.1577], [-1.3015, 0.0212, -0.0289], [-0.2209, -0.7801, 0.2292], [0.9990, 0.0486, -0.0393], [2.1524, -0.6141, -0.1945], [0.5768, 1.2965, -0.1147], [-0.7943, 1.2891, -0.0109], [-0.2996, -1.8289, -0.2941], [2.8955, -0.0269, 0.4586], [1.0057, 2.3176, 0.1182]], "forces_ev_per_angstrom": [[-0.5, 0.8, -0.3], [1.9, 0.3, 0.4], [-1.0, -0.2, 0.4], [2.4, -3.5, -2.9], [-1.8, -2.3, 0.1], [3.6, 3.0, 3.5], [0.3, 1.7, 1.0], [-2.2, 0.7, -0.3], [0.6, 4.0, 2.0], [-3.0, -2.8, -3.0], [-0.3, -1.7, -0.9]], "lowdin_charge": [0.047, 0.113, -0.528, 0.123, -0.381, 0.015, -0.059, 0.025, 0.239, 0.252, 0.156]}



Values of molar mass, in order: 81.12, 981.01, 132.19, 99.13, 100.08, all in g mol⁻¹.
Values of ΔE to the lowest compared entry with this formula, charge and spin, in order: 341.3, 136.6, 168.1, 121.6, 382.0, all in kJ/mol.
Values of E_tot, in order: -249.34325, -5144.87280, -740.09799, -325.89125, -376.61831, all in a.u..